[1]
DFT (the ωB97M-V functional and the def2-TZVPD basis) results for a 9-piece molecular cluster, C32H54BBr16F9N3O5S overall.

Atoms and positions in Å:
C: -4.527 0.231 6.367
B: -3.521 1.140 5.491
O: -3.863 2.547 5.376
C: -2.149 0.677 4.764
C: -0.824 1.534 4.892
N: 0.397 1.235 4.267
N: 0.434 0.143 3.517
C: 1.769 -0.115 2.840
O: 1.536 0.214 1.428
N: 1.164 1.531 1.304
O: 0.110 1.592 0.733
C: -0.567 -0.827 3.225
C: -0.399 -2.122 2.324
C: -0.454 -3.513 3.167
C: -0.555 -4.725 2.086
C: -1.444 -5.949 2.588
O: -1.706 -6.850 1.741
O: -1.915 -6.109 3.917
C: -1.995 -0.596 3.854
C: -3.227 -1.562 3.582
C: -4.475 -0.887 2.840
C: -4.109 0.185 1.708
C: -3.604 -0.441 0.318
C: -4.767 -1.245 -0.490
F: -6.003 -0.957 0.130
F: -4.772 -0.638 -1.794
C: -4.350 -2.784 -0.507
F: -3.274 -2.898 -1.441
F: -3.806 -3.250 0.730
S: -5.682 -4.009 -1.001
F: -6.577 -3.757 0.378
F: -4.837 -5.200 -0.136
F: -4.770 -4.465 -2.334
F: -6.532 -2.913 -1.906
F: -6.794 -5.166 -1.442
H: -5.583 0.680 6.215
H: -4.292 0.385 7.477
H: -4.605 -0.859 6.056
H: -3.120 3.005 4.903
H: -0.914 2.484 5.520
H: 2.083 -1.209 2.897
H: 2.561 0.620 3.209
H: -1.275 -2.200 1.575
H: 0.549 -2.161 1.696
H: 0.522 -3.637 3.742
H: -1.336 -3.531 3.894
H: -1.066 -4.329 1.130
H: 0.484 -5.157 1.827
H: -2.799 -6.530 3.810
H: -3.550 -1.961 4.618
H: -2.943 -2.513 2.994
H: -5.138 -0.366 3.607
H: -5.086 -1.729 2.342
H: -5.047 0.846 1.576
H: -3.286 0.934 2.023
H: -3.273 0.459 -0.325
H: -2.649 -1.076 0.431
Br: 6.831 -3.570 0.772
C: 4.945 -3.323 0.354
C: 4.371 -2.140 1.094
Br: 4.039 -2.570 2.969
H: 4.442 -4.262 0.586
H: 4.912 -3.154 -0.723
H: 3.395 -1.869 0.687
H: 5.021 -1.265 1.079
Br: 2.660 3.673 0.991
C: 2.278 3.725 -0.921
C: 3.130 4.752 -1.625
Br: 2.466 6.557 -1.308
H: 1.208 3.907 -1.026
H: 2.509 2.721 -1.284
H: 3.080 4.616 -2.707
H: 4.173 4.737 -1.309
Br: 1.769 -6.625 0.538
C: 1.096 -8.406 0.116
C: 1.651 -8.904 -1.195
Br: 0.759 -8.060 -2.708
H: 0.007 -8.345 0.129
H: 1.429 -9.038 0.940
H: 1.459 -9.972 -1.312
H: 2.718 -8.716 -1.310
Br: 1.011 4.131 -5.257
C: 0.706 5.980 -4.715
C: 0.775 6.915 -5.896
Br: 2.621 7.235 -6.434
H: 1.437 6.209 -3.940
H: -0.294 5.986 -4.278
H: 0.382 7.898 -5.631
H: 0.248 6.542 -6.774
Br: 2.895 10.668 -3.744
C: 1.633 11.568 -4.926
C: 1.841 11.161 -6.363
Br: 3.398 12.046 -7.131
H: 1.749 12.639 -4.760
H: 0.646 11.257 -4.578
H: 1.000 11.481 -6.980
H: 1.992 10.088 -6.490
Br: -5.167 3.698 2.217
C: -4.098 5.327 2.205
C: -2.760 5.099 1.547
Br: -1.539 4.148 2.733
H: -4.019 5.664 3.239
H: -4.687 6.049 1.637
H: -2.268 6.050 1.338
H: -2.825 4.519 0.627
Br: 2.144 -0.518 -1.846
C: 0.875 0.372 -3.029
C: 1.074 -0.047 -4.463
Br: 2.628 0.834 -5.239
H: 0.995 1.445 -2.874
H: -0.110 0.066 -2.671
H: 0.229 0.270 -5.076
H: 1.222 -1.120 -4.584
Br: 7.150 -6.331 -2.880
C: 8.906 -5.701 -3.447
C: 9.335 -4.492 -2.655
Br: 8.413 -2.885 -3.261
H: 8.846 -5.516 -4.519
H: 9.581 -6.539 -3.264
H: 10.395 -4.286 -2.811
H: 9.141 -4.585 -1.586

Forces on atoms 1 to 3 (eV/Å):
C -0.847 0.561 -0.408
B -1.165 2.146 0.275
O 2.151 -2.746 -0.247

For the total energy, the calculation gives -44297.694312 Eh. The calculation puts the frontier orbital gap at 6.449 eV. As for the LUMO energy: -0.1729 Ha. Its total charge is +1. The HOMO energy is -11.154 eV.


[2]
DFT (the ωB97M-V functional and the def2-TZVPD basis) results for a 3-piece molecular cluster, C32H54IN6O9Si overall.

Atoms and positions in Å:
C: 0.998 -1.118 -5.921
C: 1.926 -1.357 -4.724
N: 1.471 -0.655 -3.508
C: 1.040 -1.447 -2.383
I: -0.503 -2.762 -3.084
N: 2.180 -2.309 -1.906
C: 2.988 -1.738 -0.931
N: 4.293 -1.897 -1.058
C: 4.857 -2.645 -2.199
N: 4.670 -4.074 -2.143
C: 5.210 -1.312 -0.080
C: 5.367 0.201 -0.308
C: 5.611 0.993 0.952
O: 5.170 2.076 1.136
O: 6.436 0.390 1.870
N: 2.487 -0.997 0.068
C: 0.953 -0.883 0.139
C: 0.345 -2.218 0.584
C: 1.203 -3.042 1.560
C: 0.378 -3.930 2.447
C: 0.328 -3.692 3.820
C: -0.411 -4.515 4.668
C: -1.106 -5.598 4.144
C: -1.073 -5.834 2.772
C: -0.334 -5.014 1.928
N: 0.630 0.153 1.005
C: 0.573 0.277 2.274
C: -0.685 0.148 3.059
C: 1.770 0.679 3.102
C: 0.599 -0.428 -1.305
C: -0.807 0.153 -1.511
C: -2.007 -0.530 -0.848
O: -2.384 0.088 0.372
Si: -3.632 1.199 0.326
C: -3.784 1.832 2.073
C: -3.281 2.652 -0.787
C: -5.259 0.444 -0.174
H: -0.001 -0.888 -5.567
H: 1.369 -0.293 -6.522
H: 0.968 -1.998 -6.558
H: 2.110 -2.417 -4.557
H: 2.894 -0.928 -4.986
H: 2.222 -0.051 -3.197
H: 1.825 -3.200 -1.571
H: 5.922 -2.437 -2.231
H: 4.415 -2.244 -3.107
H: 5.518 -4.582 -1.955
H: 3.929 -4.380 -1.536
H: 6.172 -1.790 -0.222
H: 4.873 -1.515 0.934
H: 4.482 0.611 -0.785
H: 6.214 0.392 -0.967
H: 5.945 -0.267 2.377
H: 2.889 -1.235 0.967
H: 0.104 -2.849 -0.269
H: -0.613 -2.026 1.060
H: 1.891 -3.668 0.980
H: 1.838 -2.410 2.186
H: 0.885 -2.864 4.241
H: -0.410 -4.310 5.728
H: -1.662 -6.244 4.806
H: -1.607 -6.679 2.364
H: -0.312 -5.214 0.864
H: -0.497 -0.243 4.056
H: -1.438 -0.427 2.531
H: -1.096 1.152 3.188
H: 1.511 1.544 3.712
H: 1.958 -0.126 3.816
H: 2.639 0.881 2.485
H: 1.293 0.400 -1.470
H: -0.968 0.173 -2.589
H: -0.795 1.196 -1.205
H: -2.848 -0.446 -1.544
H: -1.862 -1.596 -0.695
H: -2.834 1.844 2.598
H: -4.260 2.808 2.106
H: -4.437 1.159 2.631
H: -3.255 2.377 -1.843
H: -2.309 3.083 -0.560
H: -4.023 3.439 -0.663
H: -5.553 -0.402 0.442
H: -6.033 1.207 -0.114
H: -5.232 0.131 -1.220
C: 2.442 4.687 -0.901
C: 1.882 4.192 0.418
O: 0.499 4.552 0.315
C: 0.183 4.659 -0.997
O: -0.915 4.786 -1.427
O: 1.299 4.599 -1.759
H: 3.251 4.075 -1.282
H: 2.769 5.726 -0.853
H: 1.954 3.106 0.517
H: 2.331 4.666 1.286
C: -6.923 5.576 0.005
C: -8.073 4.781 -0.587
O: -7.823 3.467 -0.074
C: -7.085 3.580 1.054
O: -6.848 2.688 1.800
O: -6.644 4.849 1.207
H: -7.178 6.605 0.238
H: -6.034 5.559 -0.629
H: -9.044 5.118 -0.225
H: -8.079 4.766 -1.673

Forces on atoms 1 to 3 (eV/Å):
C 0.207 -0.224 0.206
C 0.140 0.414 -0.386
N 0.128 -0.496 -0.116

For the total energy, the calculation gives -2844.437876 Eh. The calculation puts the frontier orbital gap at 8.036 eV. As for the LUMO energy: -0.1084 Ha. Its total charge is +1. The HOMO energy is -10.984 eV.